Entry 1:
Here is a cluster of 7 separate species, C36H92F6N6O4P in total in a non-equilibrium geometry from OMol25. Energies are from ωB97M-V with the def2-TZVPD basis set.

Energy above the lowest of the compared OMol25 structures with the same formula, charge and spin   0.0000 eV
HOMO level   -0.601 hartree
Gap between HOMO and LUMO   9.394 eV

Geometry as ORCA input:
```
! RIJCOSX wB97M-V def2-TZVPD def2/J DEFGRID3
* xyz 5 1
P -0.1655 0.3162 -0.2290
F -1.7135 0.2652 -0.7232
F -0.5390 -0.9304 0.7180
F 0.2958 -0.8006 -1.3334
F 1.3190 0.4683 0.4409
F 0.1237 1.5335 -1.2520
F -0.5392 1.3093 1.0065
C -5.6855 -5.4879 12.0792
C -4.7823 -4.3157 12.0807
C -3.9192 -4.1820 10.8704
N -3.4770 -2.7021 10.5526
C -2.6934 -2.1525 11.7690
C -2.5873 -2.6899 9.2479
C -2.8830 -1.3664 8.5360
C -4.0605 -0.6650 9.3377
C -4.6992 -1.8597 10.0824
H -5.8108 -5.8373 13.1040
H -5.3682 -6.3580 11.5044
H -6.6334 -5.2724 11.5862
H -4.0451 -4.4040 12.8788
H -5.3018 -3.3997 12.3620
H -4.4799 -4.5082 9.9943
H -3.0602 -4.8523 10.9018
H -3.4427 -1.8396 12.4961
H -2.0698 -1.3172 11.4502
H -2.0881 -3.0007 12.0888
H -1.5762 -2.9940 9.5186
H -2.9749 -3.5886 8.7682
H -2.0517 -0.6705 8.4229
H -3.3263 -1.6307 7.5759
H -3.6895 0.0699 10.0521
H -4.6716 -0.0341 8.6923
H -5.2933 -1.6194 10.9641
H -5.3117 -2.4263 9.3810
C -7.1323 -3.0632 1.2601
C -7.3383 -4.3717 0.4691
C -6.1663 -5.2691 0.7403
N -6.0090 -6.4407 -0.2743
C -7.2647 -7.2722 -0.6098
C -4.8658 -7.4329 0.1360
C -4.0342 -7.7269 -1.1581
C -3.9157 -6.3423 -1.6451
C -5.4129 -5.8740 -1.5828
H -7.8778 -2.3120 0.9992
H -6.2256 -2.5365 0.9623
H -7.1965 -3.1360 2.3458
H -7.5219 -4.2091 -0.5929
H -8.1725 -5.0080 0.7648
H -6.3534 -5.8219 1.6609
H -5.1631 -4.8710 0.8927
H -6.9328 -8.0267 -1.3230
H -8.0974 -6.6705 -0.9743
H -7.5904 -7.8574 0.2501
H -5.3947 -8.3316 0.4534
H -4.2617 -7.0149 0.9413
H -4.5612 -8.3571 -1.8745
H -3.0742 -8.2124 -0.9824
H -3.5883 -6.3330 -2.6847
H -3.2261 -5.8245 -0.9783
H -6.0263 -6.3204 -2.3655
H -5.5344 -4.7978 -1.7057
C -1.0726 7.5704 -7.8817
N -1.8128 6.2437 -7.5529
C -2.7694 5.7450 -8.6655
C -0.6906 5.2114 -7.3191
C -2.6033 6.6291 -6.2402
C -3.3293 5.3972 -5.6150
O -4.7029 5.5163 -5.9982
H -1.8863 8.2293 -8.1846
H -0.3838 7.2593 -8.6671
H -0.5867 7.9139 -6.9684
H -3.5633 6.4900 -8.6125
H -3.0808 4.7368 -8.3923
H -2.3872 5.7593 -9.6862
H -1.1715 4.2903 -6.9899
H -0.0916 5.6663 -6.5302
H -0.1075 5.0539 -8.2265
H -3.2876 7.4350 -6.5053
H -1.8561 6.9998 -5.5385
H -3.1277 5.3718 -4.5442
H -3.0090 4.3951 -5.8999
H -5.0133 6.4125 -5.8493
C 1.0572 10.7484 0.2577
N 2.3870 11.4075 0.0176
C 2.4916 11.9491 -1.3535
C 2.4941 12.5587 1.0050
C 3.4791 10.3285 0.2726
C 3.2827 8.9227 -0.3709
O 3.1786 8.9653 -1.7788
H 0.3673 11.5821 0.1271
H 1.0694 10.4007 1.2907
H 0.9018 9.9257 -0.4403
H 2.1058 11.3252 -2.1597
H 3.5749 11.9226 -1.4714
H 2.3249 13.0102 -1.5385
H 1.5959 13.1733 1.0651
H 3.3818 13.1567 0.7987
H 2.6704 12.0917 1.9739
H 3.5330 10.1536 1.3472
H 4.4825 10.6744 0.0243
H 2.4724 8.4439 0.1789
H 4.0640 8.1802 -0.2086
H 4.0357 9.0764 -2.1965
C 5.8318 -7.4200 3.5334
N 4.7734 -6.8166 2.5450
C 4.6929 -7.6658 1.2870
C 3.3728 -6.7912 3.3387
C 5.1333 -5.3994 2.1051
C 6.2260 -5.0898 1.0685
O 7.5074 -5.6154 1.4183
H 5.5872 -8.4770 3.6390
H 5.6752 -6.9244 4.4915
H 6.8680 -7.3661 3.1995
H 5.6622 -7.8528 0.8250
H 4.1005 -7.2185 0.4888
H 4.2749 -8.6303 1.5754
H 3.5614 -6.1431 4.1945
H 3.1789 -7.7966 3.7126
H 2.5535 -6.3830 2.7470
H 5.3429 -4.8068 2.9956
H 4.2280 -4.9833 1.6631
H 6.2126 -4.0012 1.1220
H 5.8471 -5.3096 0.0704
H 8.1533 -5.2462 0.8115
C 5.6705 0.1060 -7.4253
N 7.0128 0.7800 -7.5971
C 7.2844 1.5012 -6.2472
C 8.0717 -0.3636 -7.8095
C 7.0953 1.7908 -8.7998
C 7.0480 1.1693 -10.1684
O 8.2276 0.5485 -10.5341
H 5.3394 -0.4853 -8.2790
H 4.9712 0.9004 -7.1645
H 5.7870 -0.5645 -6.5738
H 8.2935 1.9122 -6.2776
H 7.2203 0.6095 -5.6236
H 6.5942 2.2817 -5.9271
H 7.7201 -1.0127 -8.6114
H 8.1113 -0.9504 -6.8917
H 9.0001 0.1822 -7.9774
H 7.9290 2.4519 -8.5630
H 6.2047 2.4025 -8.6552
H 6.7826 1.8860 -10.9456
H 6.3247 0.3634 -10.2923
H 8.2499 0.4811 -11.4914
*
```

Mulliken population analysis, charges in e, atoms 1 to 5:
1 P 1.145
2 F -0.355
3 F -0.361
4 F -0.359
5 F -0.361

Entry 2:
Here is a cluster of 12 separate species, C36H92N4O24 in total in a non-equilibrium geometry from OMol25. Energies are from ωB97M-V with the def2-TZVPD basis set.

SMILES   C[N+](=O)[O-].C[N+](=O)[O-].C[N+](=O)[O-].C[N+](=O)[O-].COCCOC.COCCOC.COCCOC.COCCOC.COCCOC.COCCOC.COCCOC.COCCOC
Energy above the lowest of the compared OMol25 structures with the same formula, charge and spin   0.0000 eV
HOMO level   -0.329 hartree
Gap between HOMO and LUMO   8.889 eV

Geometry as ORCA input:
```
! RIJCOSX wB97M-V def2-TZVPD def2/J DEFGRID3
* xyz 0 1
C -0.3682 1.1826 -5.9854
N 0.5739 0.5638 -5.0072
O 0.5460 0.9918 -3.8693
O 1.2421 -0.3781 -5.3806
H -0.6089 2.1748 -5.6360
H -1.2385 0.5351 -5.9525
H 0.0821 1.1456 -6.9707
C 0.0031 -0.2877 -0.8020
N 0.9796 0.2896 0.1718
O 2.1511 0.0039 0.0421
O 0.5416 1.0278 1.0352
H -0.3520 -1.2351 -0.4147
H 0.5585 -0.4167 -1.7242
H -0.7760 0.4631 -0.8757
C 1.6321 4.2217 1.1252
N 2.8217 4.9520 1.6649
O 3.8923 4.3798 1.6408
O 2.6495 6.0846 2.0775
H 1.3003 3.5455 1.9012
H 2.0021 3.7025 0.2439
H 0.9303 4.9758 0.7973
C -2.5500 -3.8798 0.6588
N -2.5495 -2.6042 1.4274
O -1.5872 -1.8715 1.3147
O -3.4783 -2.4134 2.1891
H -1.9831 -4.5823 1.2641
H -2.0822 -3.7195 -0.3063
H -3.5868 -4.1761 0.5401
C -2.2053 2.5460 -2.6791
O -2.5343 1.7647 -3.8169
C -3.8846 1.9034 -4.2108
C -4.0507 1.2938 -5.5857
O -3.2622 2.0005 -6.5057
C -3.5860 1.6464 -7.8350
H -1.2950 2.1193 -2.2621
H -3.0074 2.5163 -1.9371
H -1.9973 3.5765 -2.9816
H -4.1831 2.9542 -4.2941
H -4.5018 1.3396 -3.4989
H -5.1195 1.3206 -5.8379
H -3.7372 0.2377 -5.5818
H -2.9195 2.1811 -8.5060
H -4.6263 1.9025 -8.0630
H -3.4648 0.5652 -7.9873
C -1.4038 8.8455 1.5791
O -1.7338 7.5414 1.9719
C -0.8767 7.0748 2.9950
C -1.3236 5.7182 3.4371
O -1.0558 4.7872 2.4244
C -1.5270 3.4997 2.7109
H -1.5235 9.5360 2.4202
H -2.0973 9.1477 0.7901
H -0.4141 8.8787 1.1075
H -0.9289 7.7719 3.8439
H 0.1668 7.0105 2.6578
H -2.4031 5.7323 3.6569
H -0.8192 5.4498 4.3783
H -1.0153 3.0611 3.5756
H -1.4952 2.8318 1.8549
H -2.5790 3.5591 3.0330
C -1.6614 -7.2977 2.2757
O -0.5772 -6.4779 1.9618
C -0.2097 -6.5673 0.6124
C 0.8710 -5.5728 0.3183
O 0.4683 -4.3012 0.7622
C 1.4505 -3.3198 0.5216
H -1.4510 -8.3710 2.1604
H -2.5240 -7.0777 1.6266
H -1.9458 -7.1314 3.3120
H -1.0576 -6.3904 -0.0666
H 0.1839 -7.5744 0.4089
H 1.0475 -5.5383 -0.7680
H 1.8172 -5.8725 0.7904
H 2.4620 -3.6858 0.7331
H 1.2340 -2.4243 1.0954
H 1.4629 -3.0305 -0.5420
C -1.4544 1.0602 8.3316
O -2.3633 1.1162 7.2600
C -2.4991 -0.1313 6.6153
C -3.2453 0.0619 5.3264
O -2.6061 0.9261 4.3996
C -1.3502 0.4383 3.9954
H -1.6498 1.9267 8.9613
H -0.4187 1.0586 7.9727
H -1.5927 0.1628 8.9493
H -3.0459 -0.8566 7.2369
H -1.4994 -0.5503 6.4385
H -4.2226 0.4969 5.5422
H -3.4006 -0.9007 4.8185
H -1.0275 0.9146 3.0767
H -1.3302 -0.6457 3.8730
H -0.6056 0.6918 4.7640
C 4.3250 -3.8615 -1.5797
O 4.8391 -2.7173 -0.9542
C 4.6712 -1.5156 -1.7033
C 5.5436 -1.4092 -2.9290
O 5.2013 -2.2268 -4.0335
C 3.9274 -1.9364 -4.5684
H 4.7202 -3.9946 -2.5870
H 3.2244 -3.8595 -1.6132
H 4.5926 -4.7008 -0.9349
H 4.8875 -0.6875 -1.0379
H 3.6040 -1.4580 -1.9683
H 6.5728 -1.6333 -2.6420
H 5.5373 -0.3520 -3.2346
H 3.1091 -2.2744 -3.9294
H 3.8584 -2.4796 -5.5125
H 3.8480 -0.8683 -4.7975
C 3.3283 5.5290 -1.9933
O 3.3493 4.1574 -1.7136
C 3.5210 3.3835 -2.8786
C 3.7037 1.9436 -2.5109
O 4.9169 1.6827 -1.8328
C 4.9268 1.9863 -0.4362
H 2.5723 5.7829 -2.7480
H 4.3061 5.8721 -2.3637
H 3.1298 6.0984 -1.0859
H 4.3555 3.7557 -3.4866
H 2.6216 3.4909 -3.5139
H 3.7873 1.3593 -3.4327
H 2.8504 1.5545 -1.9460
H 5.4949 1.2025 0.0669
H 3.9147 2.0630 -0.0421
H 5.4214 2.9409 -0.2469
C 2.2047 -0.8300 3.2715
O 0.9800 -1.4176 3.6289
C 1.1133 -2.7672 3.9629
C -0.2351 -3.3932 4.1725
O -0.6862 -3.1646 5.4926
C -1.9416 -3.7452 5.7102
H 2.9441 -1.1088 4.0486
H 2.2225 0.2529 3.2323
H 2.6066 -1.2822 2.3569
H 1.7372 -2.8938 4.8624
H 1.6536 -3.3043 3.1693
H -0.1499 -4.4674 3.9436
H -0.9514 -2.9906 3.4460
H -1.9233 -4.8312 5.5558
H -2.7100 -3.3112 5.0542
H -2.2347 -3.5325 6.7383
C -4.1910 -1.3276 -1.0077
O -3.4747 -2.1625 -1.9002
C -2.8009 -1.4423 -2.9042
C -1.7984 -2.3250 -3.5807
O -0.7458 -2.6662 -2.7079
C 0.2425 -3.4135 -3.4050
H -3.5167 -0.8872 -0.2668
H -4.9492 -1.9414 -0.5299
H -4.6612 -0.5045 -1.5595
H -2.2841 -0.5595 -2.5051
H -3.5256 -1.1142 -3.6656
H -1.4000 -1.8201 -4.4764
H -2.2779 -3.2403 -3.9613
H 0.7658 -2.7543 -4.1104
H -0.2149 -4.2136 -3.9958
H 0.9407 -3.7950 -2.6657
*
```

Mulliken population analysis, charges in e, atoms 1 to 5:
1 C -0.771
2 N 0.945
3 O -0.309
4 O -0.594
5 H 0.237

Entry 3:
Here is a cluster of 8 separate species, C36H94N6O13 in total in a non-equilibrium geometry from OMol25. Energies are from ωB97M-V with the def2-TZVPD basis set.

SMILES   COC[C@H](C)N.COCCNCCOC.COCCNCCOC.COCCNCCOC.COCCNCCOC.COCCNCCOC.CO.CO
Energy above the lowest of the compared OMol25 structures with the same formula, charge and spin   0.2123 eV
HOMO level   -0.303 hartree
Gap between HOMO and LUMO   8.659 eV

Geometry as ORCA input:
```
! RIJCOSX wB97M-V def2-TZVPD def2/J DEFGRID3
* xyz 0 1
C -0.4189 -15.0610 12.1649
O -0.4559 -15.7670 10.9850
C -0.3302 -17.1874 11.1375
C -0.4031 -17.7886 9.6643
N -1.7421 -17.6052 9.2027
C -1.7481 -17.8546 7.7267
C -1.7106 -16.4901 6.9294
O -2.7735 -15.6550 7.3918
C -2.7070 -14.8786 8.5225
H -0.9053 -15.5739 12.9946
H -0.9362 -14.1072 12.0610
H 0.6553 -14.9639 12.3223
H -0.9960 -17.5496 11.9208
H 0.7254 -17.2835 11.3915
H -0.1579 -18.8466 9.7573
H 0.3617 -17.2910 9.0680
H -2.1218 -16.6901 9.3990
H -2.5928 -18.4764 7.4302
H -0.9030 -18.3765 7.2778
H -1.8819 -16.6582 5.8661
H -0.7944 -15.9039 6.9996
H -1.7762 -14.3731 8.7795
H -2.9034 -15.5103 9.3888
H -3.4865 -14.1336 8.6821
C -3.0322 -14.3453 2.5635
O -2.6682 -13.6662 3.7803
C -1.7802 -12.5234 3.4721
C -1.5555 -11.8474 4.8583
N -0.5393 -10.8202 4.7784
C -0.0217 -10.2617 5.9646
C 1.1612 -9.2867 5.6219
O 0.5859 -7.9807 5.4198
C 1.5206 -7.1069 4.8281
H -3.5822 -13.7284 1.8528
H -3.7744 -15.0743 2.8889
H -2.1708 -14.9166 2.2175
H -2.2419 -11.8187 2.7804
H -0.8386 -12.8789 3.0537
H -1.1900 -12.6078 5.5486
H -2.4538 -11.3977 5.2812
H -1.1920 -10.1444 4.4078
H 0.3864 -11.0968 6.5340
H -0.8015 -9.7728 6.5485
H 1.7832 -9.5659 4.7714
H 1.7783 -9.2432 6.5194
H 1.1932 -6.0721 4.7276
H 1.7094 -7.1923 3.7579
H 2.5567 -7.0192 5.1548
C 10.2702 -16.1414 -2.8854
O 9.4400 -15.1350 -2.2928
C 8.0600 -15.2446 -2.3683
C 7.6064 -16.3883 -1.4508
N 6.1701 -16.6049 -1.2542
C 5.5184 -15.5025 -0.4680
C 3.9890 -15.7079 -0.5613
O 3.6448 -15.6871 -1.9447
C 2.2834 -15.7037 -2.2549
H 10.1097 -17.1179 -2.4284
H 11.3021 -15.8053 -2.7840
H 9.9497 -16.2417 -3.9224
H 7.7923 -15.4224 -3.4099
H 7.6829 -14.2916 -1.9971
H 7.9613 -16.3427 -0.4212
H 8.0366 -17.3421 -1.7560
H 5.6753 -16.5907 -2.1346
H 5.7828 -14.5224 -0.8650
H 5.7170 -15.5511 0.6027
H 3.4185 -14.9601 -0.0105
H 3.7479 -16.6606 -0.0898
H 1.9834 -16.4067 -3.0320
H 2.0489 -14.6802 -2.5475
H 1.6987 -15.8502 -1.3467
C 9.6136 -5.8087 2.5840
O 8.9761 -6.4274 3.6580
C 7.7634 -5.7810 3.8596
C 6.5668 -6.7696 4.1480
N 6.0590 -7.1592 2.8235
C 4.9071 -8.0168 2.9227
C 4.3838 -8.6181 1.5678
O 5.0811 -9.7723 1.2028
C 4.9483 -10.0930 -0.2368
H 9.0476 -5.8762 1.6549
H 10.4478 -6.4823 2.3881
H 9.8899 -4.8013 2.8954
H 7.4444 -5.1273 3.0479
H 7.9371 -5.2150 4.7748
H 5.7145 -6.3414 4.6755
H 6.8746 -7.6316 4.7400
H 6.8388 -7.5384 2.3056
H 4.1335 -7.4713 3.4631
H 5.0798 -8.8810 3.5641
H 4.6361 -7.8438 0.8432
H 3.3723 -9.0105 1.6727
H 5.8061 -10.7262 -0.4634
H 4.9986 -9.2232 -0.8918
H 3.9822 -10.5667 -0.4110
C 11.3596 -12.9094 -1.0760
O 11.1685 -11.6505 -0.5685
C 11.9521 -11.4020 0.6328
C 11.2192 -10.1984 1.2844
N 10.1502 -10.5308 2.1651
C 8.9090 -10.6881 1.5375
C 7.8745 -10.8626 2.7304
O 8.2596 -12.0893 3.2902
C 7.3998 -12.5391 4.2774
H 12.3419 -12.9275 -1.5480
H 10.6457 -13.0337 -1.8902
H 11.3404 -13.6715 -0.2969
H 12.9720 -11.1578 0.3360
H 11.9655 -12.1647 1.4115
H 10.8809 -9.4661 0.5513
H 11.8626 -9.5717 1.9019
H 10.1031 -11.4283 2.6259
H 8.8615 -11.6058 0.9513
H 8.6086 -9.8656 0.8883
H 6.8528 -10.8554 2.3509
H 7.8386 -10.1001 3.5084
H 7.9254 -12.5878 5.2311
H 7.1456 -13.5970 4.2122
H 6.5177 -11.9016 4.3374
C 1.3692 -16.0954 2.9896
C 2.5847 -16.2406 3.9099
C 3.3808 -14.8845 4.0497
O 3.5770 -14.2203 2.8079
C 3.3168 -12.7561 2.7995
N 1.9859 -16.7916 5.1064
H 1.7013 -15.8346 1.9847
H 0.7695 -15.2279 3.2652
H 0.7181 -16.9359 2.7492
H 3.1212 -17.0737 3.4560
H 4.3884 -14.9923 4.4513
H 2.7100 -14.2403 4.6181
H 3.4169 -12.3791 1.7817
H 4.1256 -12.4770 3.4747
H 2.3562 -12.4954 3.2438
H 2.7131 -17.0862 5.7423
H 1.4418 -16.0009 5.4208
C 4.4774 -19.1541 0.6994
O 5.7438 -18.6076 0.7418
H 4.5938 -20.2334 0.6004
H 4.0538 -18.8902 1.6684
H 3.8394 -18.7532 -0.0881
H 5.8858 -18.0857 -0.0513
C 2.4882 -20.1452 4.0510
O 1.3620 -19.3587 4.1356
H 2.8999 -20.4085 5.0253
H 2.1487 -21.0607 3.5665
H 3.2071 -19.5747 3.4629
H 1.5665 -18.5129 4.5411
*
```

Mulliken population analysis, charges in e, atoms 1 to 5:
1 C -0.826
2 O -0.186
3 C -0.809
4 C -0.329
5 N -0.393

no.,LUMO level (eV)
1,-6.9623
2,-0.0586
3,0.4068